20
Properties=species:S:1:pos:R:3:forces:R:3 method="wB97M-V/def2-TZVPD" orbital_gap_ev=6.043 total_energy_ev=-10507.0993 homo_ev=-8.297 e_above_lowest_kj_mol=502.5 e_lumo_ev=-2.254
O -3.188204 0.687152 0.400788 0.32 -0.10 0.19
C -1.915749 0.860726 0.589564 -1.19 2.35 0.30
C -1.017549 -0.380128 -0.020955 0.62 -1.98 -0.26
C 0.321104 -0.233330 0.271864 0.31 -0.40 0.24
C 1.290694 0.034226 -0.707751 -0.43 0.22 -0.88
C 2.610432 0.018096 -0.552793 0.88 2.26 0.61
C 3.323177 0.097528 0.745510 0.16 -0.55 0.75
H -1.647176 1.031217 1.637235 0.41 -0.50 0.34
H -1.321924 -1.286690 0.525793 -0.71 0.52 0.18
H -1.238979 -0.508889 -1.071985 -0.22 0.31 -0.10
H -1.495763 1.728443 0.030689 0.10 -0.26 -0.14
H 0.614458 -0.383395 1.302797 0.20 0.04 0.10
H 0.940752 0.275392 -1.703752 -0.31 -0.29 -0.05
H 3.155665 0.413639 -1.402215 0.34 -0.75 -0.25
H 3.914597 1.011324 0.857741 0.02 -0.06 -0.52
H 4.008451 -0.738788 0.902778 0.03 0.02 -0.03
H 2.635891 0.132635 1.587659 -0.07 -0.27 0.03
H -4.183620 -1.172074 -1.730754 0.01 0.27 0.25
H -3.375533 -0.364850 -0.525661 -0.80 -0.94 -0.90
O -3.430730 -1.222227 -1.136557 0.33 0.10 0.14

---

20
Properties=species:S:1:pos:R:3:forces:R:3 method="wB97M-V/def2-TZVPD" orbital_gap_ev=9.255 total_energy_ev=-10508.9436 homo_ev=-8.449 e_above_lowest_kj_mol=324.5 e_lumo_ev=0.806
C -0.987443 -0.758522 -0.192888 0.24 0.22 0.11
C -0.744617 0.722880 -0.530936 0.44 -0.42 0.02
C 0.744332 0.697326 -0.929810 1.17 -0.73 -1.37
C -2.044594 -1.055098 0.860540 0.15 -0.06 -0.01
C 1.642158 1.697648 -0.233036 -0.06 0.05 -0.08
C 0.450062 -1.107785 0.193451 0.88 -3.26 0.13
O 0.735996 -0.851572 1.483012 -0.27 0.16 -0.85
O 1.243457 -1.888960 -0.480217 -1.49 -0.20 2.02
H 1.620037 -1.208868 1.659770 0.05 -0.02 -0.16
H -1.186984 -1.320298 -1.108507 0.10 0.03 0.05
H -1.416500 1.096541 -1.305332 0.07 0.00 0.06
H -0.873680 1.327737 0.369726 -0.03 0.00 0.00
H 0.846929 0.755589 -2.021027 -0.10 0.44 -0.03
H 1.292070 -0.594686 -0.995896 -1.16 3.71 0.02
H -3.022680 -0.726893 0.504977 0.04 -0.01 -0.01
H -1.821268 -0.529692 1.788917 -0.02 0.01 -0.01
H -2.099477 -2.122919 1.076419 -0.04 0.01 0.01
H 1.317228 2.728331 -0.409308 0.03 -0.01 0.05
H 1.629692 1.526065 0.846084 0.03 0.07 0.03
H 2.675281 1.613175 -0.575938 -0.03 0.01 0.02

---

20
Properties=species:S:1:pos:R:3:forces:R:3 method="wB97M-V/def2-TZVPD" orbital_gap_ev=9.335 total_energy_ev=-10508.3278 homo_ev=-8.426 e_above_lowest_kj_mol=383.9 e_lumo_ev=0.909
C 0.599073 0.483745 -2.251640 -0.24 0.46 0.49
C 0.743483 -0.029410 -1.026362 -0.83 -1.21 -0.78
C 2.002469 0.049704 -0.222225 -0.08 -0.03 0.34
O -0.372030 -0.778597 -0.550990 1.69 0.03 -0.65
C -0.099952 -1.916309 0.282490 -0.04 0.78 0.02
H -0.318974 0.345779 -2.811300 0.06 -0.10 0.09
H 1.312598 1.199808 -2.639095 0.16 -0.24 -0.02
H 2.768613 0.624295 -0.749916 -0.28 -0.02 -0.02
H 1.809602 0.524587 0.741380 0.02 -0.04 0.00
H 2.426247 -0.941817 -0.038171 -0.11 0.03 -0.01
H 0.637675 -2.582923 -0.165971 -0.01 0.03 -0.05
H -1.042844 -2.447528 0.421752 0.09 0.15 -0.12
H 0.244272 -1.557031 1.255010 0.09 -0.25 0.06
C -1.979046 0.362529 1.842113 0.71 -0.28 -0.50
C -1.521227 0.896174 0.710717 0.63 4.59 1.36
O -0.351879 1.897817 0.759075 -1.77 -2.67 -0.05
H -1.304329 0.087260 2.643973 -0.12 0.49 0.23
H -3.035855 0.153773 1.955361 0.19 -0.56 -0.33
H -2.172430 1.218130 -0.090277 0.01 -0.52 -0.24
H -0.345465 2.410012 -0.065925 -0.16 -0.64 0.17

---

20
Properties=species:S:1:pos:R:3:forces:R:3 method="wB97M-V/def2-TZVPD" orbital_gap_ev=10.263 total_energy_ev=-10510.8542 homo_ev=-9.649 e_above_lowest_kj_mol=140.2 e_lumo_ev=0.614
C 1.707240 2.758979 4.636528 -0.47 0.32 -0.03
C 1.216030 2.359479 6.027598 -1.77 1.33 0.59
C 1.808739 1.064160 6.621707 -0.52 0.31 0.16
O 0.331760 3.053399 6.588877 2.70 -2.32 -1.26
H 1.010600 3.522309 4.251008 0.40 -0.27 0.14
H 1.713229 1.904079 3.939578 0.10 0.23 0.38
H 2.720869 3.192629 4.670088 -0.30 -0.27 0.09
H 2.330779 0.434750 5.881488 -0.23 0.48 0.20
H 0.970920 0.486100 7.046597 0.40 0.23 -0.01
H 2.513599 1.310560 7.433537 -0.32 -0.05 -0.27
C -5.098838 -1.102380 5.618668 -0.92 0.99 0.01
C -3.935699 -1.962549 5.883238 2.86 -1.46 2.40
C -2.585959 -1.612339 5.148189 -1.17 -0.18 -0.63
O -3.893319 -2.812879 6.783557 -0.54 1.40 -1.92
H -5.740397 -1.046540 6.514147 0.24 -0.19 -0.42
H -5.721118 -1.400249 4.758058 0.40 0.01 0.23
H -4.682098 -0.100360 5.421417 -0.48 -0.24 -0.06
H -2.417079 -2.463689 4.467528 0.18 0.36 0.14
H -1.687639 -1.478779 5.774118 -0.76 -0.27 0.13
H -2.731719 -0.701700 4.543118 0.21 -0.41 0.12

---

22
Properties=species:S:1:pos:R:3:forces:R:3 method="wB97M-V/def2-TZVPD" total_charge=-1 orbital_gap_ev="5.118 / 5.582" total_energy_ev=-30634.2776 spin_multiplicity=3 homo_ev="-1.612 / -4.159" s_squared=2.01 e_lumo_ev="3.506 / 1.423"
C 0.384707 0.430107 -0.314214 -5.72 -4.71 -1.54
C 1.523717 1.123636 0.001470 5.23 3.96 1.53
C 2.846650 0.541096 -0.391910 1.34 2.31 -0.27
C 1.474813 2.510640 0.610276 0.38 0.15 -1.19
C -1.505390 -2.925522 -0.207680 -1.05 1.03 1.05
C -2.311597 -1.668060 0.138467 -2.87 0.65 -0.40
O -1.864977 1.967088 -1.067797 1.36 -2.61 1.82
O -2.001239 -0.608100 -0.749273 0.67 0.94 0.51
P -1.394275 0.807784 -0.121509 -0.12 2.36 -3.32
S -1.974608 1.124246 1.740402 0.42 -0.28 0.36
H 0.599599 -0.635738 -0.670956 -0.72 1.39 0.58
H 3.569079 1.382888 -0.898971 -1.33 -1.83 1.61
H 3.362297 -0.035533 0.420423 -0.01 0.79 -0.22
H 2.765137 -0.188290 -1.156862 -0.49 -0.81 -0.99
H 2.010920 3.311239 -0.062795 -0.44 -1.40 1.46
H 1.783795 2.492428 1.667571 0.55 0.37 -0.32
H 0.450546 2.845692 0.662997 -0.49 0.06 -0.11
H -0.899228 -3.079990 0.686499 0.40 -0.58 -0.47
H -2.188316 -3.754018 -0.393792 0.35 -0.18 -0.09
H -0.946667 -2.620809 -1.077222 0.46 -0.48 -0.27
H -2.218514 -1.303946 1.159879 0.44 -0.31 0.15
H -3.466440 -1.716834 0.025000 1.63 -0.82 0.11

---

21
Properties=species:S:1:pos:R:3:forces:R:3 method="wB97M-V/def2-TZVPD" orbital_gap_ev="7.792 / 7.271" total_energy_ev=-21340.7444 homo_ev="-7.235 / -6.694" e_above_lowest_kj_mol=655.0 e_lumo_ev="0.557 / 0.577"
C -1.680620 -0.165814 0.920444 -0.03 -0.76 -0.25
C -0.634232 0.553514 1.336809 -3.51 0.96 -3.21
C -2.743761 0.246127 -0.030074 2.80 4.98 0.52
C 1.147741 0.029085 -1.825760 0.49 1.48 1.28
C 2.204612 -1.797794 1.191744 -2.39 -0.67 -1.53
C 1.619310 -0.270371 -0.405774 1.02 3.76 -1.86
O -0.379515 1.824524 0.825067 -0.74 -0.64 -0.43
O 1.556958 -1.425598 0.106632 0.37 -1.03 -0.47
S 2.640398 1.042267 0.378308 0.33 -0.42 -1.94
H -1.916869 -1.214840 1.167397 1.07 0.53 0.76
H -2.774540 -0.276008 -0.884037 0.71 -2.22 -3.46
H -3.654495 -0.014291 0.339907 -2.89 0.13 1.61
H -2.605586 1.360854 -0.380172 -0.73 -2.00 0.99
H 0.436256 -0.678940 -2.071404 -0.98 -2.14 -1.00
H 1.907516 0.230099 -2.643905 -0.63 -0.50 1.17
H 0.466754 0.885209 -1.753182 0.54 0.48 -0.05
H 0.024283 0.304472 2.031622 2.79 -1.69 3.02
H 2.754059 -1.113944 1.644413 2.47 2.67 2.10
H 2.208616 -2.802046 1.304150 -0.01 -2.75 0.66
H -0.391105 2.401773 1.576605 0.23 0.78 0.48
H 3.187876 1.611121 -0.827413 -0.92 -0.95 1.60

---

21
Properties=species:S:1:pos:R:3:forces:R:3 method="wB97M-V/def2-TZVPD" orbital_gap_ev=8.857 total_energy_ev=-21343.0455 homo_ev=-8.598 e_above_lowest_kj_mol=433.0 e_lumo_ev=0.259
C -0.832309 2.600945 -0.680729 1.88 -0.89 -1.48
C -0.784880 -0.161586 0.106610 -0.89 1.46 3.38
C 0.245120 -0.804933 0.653854 1.92 -1.42 -1.95
C -1.502441 -0.522320 -1.127123 0.23 -1.25 0.40
C 0.995845 -1.904631 -0.180097 -0.59 1.19 1.00
C 0.852906 -0.508487 1.980207 -0.65 -2.55 0.00
O 1.095372 1.030222 -1.725461 0.79 -1.24 -1.89
O 1.327741 1.946683 0.578646 0.99 0.09 0.42
S 0.594730 1.711355 -0.613541 -4.27 3.92 1.78
H -1.444278 2.385093 -1.593145 0.76 0.53 1.10
H -1.005871 3.439388 0.025778 0.30 -1.15 -0.48
H -1.205423 0.550855 0.883705 -0.15 -0.82 -1.36
H -2.114347 0.284552 -1.543613 0.03 -0.44 0.21
H -2.100904 -1.413363 -0.744260 0.31 0.94 -1.39
H -0.684901 -0.803771 -1.821271 -1.01 -0.22 -0.13
H 1.359423 -1.513922 -1.124117 -0.40 0.11 -0.40
H 0.302971 -2.751864 -0.337787 0.72 0.14 0.08
H 1.919435 -2.120304 0.353290 -0.21 -0.72 0.14
H 1.097355 -1.531350 2.418241 -0.22 1.41 -0.09
H 0.150907 0.013249 2.577892 -0.60 0.46 0.88
H 1.733546 0.074188 1.912920 1.04 0.43 -0.22

---

21
Properties=species:S:1:pos:R:3:forces:R:3 method="wB97M-V/def2-TZVPD" orbital_gap_ev="7.075 / 7.382" total_energy_ev=-12553.5189 homo_ev="-6.389 / -6.684" e_above_lowest_kj_mol=610.8 e_lumo_ev="0.686 / 0.699"
C 1.248422 1.958658 0.729594 0.84 0.09 -0.84
C -0.537518 0.150495 0.496967 -0.43 -1.10 -0.39
C 0.455888 0.183605 -0.437427 0.49 1.66 1.33
C -1.810099 0.908519 0.386570 -0.25 -0.22 -0.15
C -0.312650 -3.164232 -0.921734 0.39 0.28 0.05
C -1.079654 -1.848815 -0.847394 -1.72 -0.93 0.11
O 2.144317 1.318030 1.577243 0.01 0.01 0.01
O 1.858550 2.733910 -0.247926 0.21 0.13 0.06
O -2.197461 -1.747321 -1.268679 0.73 0.18 0.12
H 2.726770 1.970602 2.003194 -0.20 -0.09 -0.10
H 2.461045 2.167634 -0.748570 -0.08 0.09 0.10
H 0.525200 2.594574 1.244827 -0.18 -0.24 -0.09
H -0.297521 -0.278350 1.464679 -0.05 -0.17 -0.10
H 1.344850 -0.416312 -0.297973 0.03 0.02 -0.03
H 0.274380 0.620084 -1.411290 0.03 0.06 -0.01
H -1.775246 1.653734 -0.408220 0.07 0.05 0.05
H -2.095388 1.378939 1.329056 0.15 0.07 -0.02
H -2.622220 0.219189 0.131673 0.01 -0.04 -0.04
H -0.039700 -3.468993 0.092260 -0.01 0.08 -0.07
H -0.891728 -3.957668 -1.404956 0.01 0.22 -0.01
H 0.619761 -2.976281 -1.461896 -0.04 -0.15 0.02